Run a
{"formula": "C3H7O2", "method": "ωB97M-V/def2-TZVPD", "charge": -1, "e_lumo_ev": 4.09, "homo_ev": -2.1579, "smiles": "[O-]CCCO", "species": ["C", "O", "C", "C", "O", "H", "H", "H", "H", "H", "H", "H"], "coordinates": [[0.08, 0.40, 1.60], [-0.15, -0.77, 2.19], [-0.37, 0.36, -0.03], [0.36, -0.72, -0.81], [0.05, -0.60, -2.24], [-0.71, 1.10, 1.94], [1.19, 0.52, 1.54], [-0.11, 1.35, -0.47], [-1.44, 0.26, -0.04], [1.42, -0.39, -0.78], [0.12, -1.74, -0.55], [-0.43, 0.23, -2.33]]}

***

Run b
{"formula": "C3H7O2", "method": "ωB97M-V/def2-TZVPD", "charge": -1, "e_lumo_ev": 4.05, "homo_ev": -2.1647, "smiles": "COCC[O-]", "species": ["C", "O", "C", "H", "H", "H", "H", "H", "O", "C", "H", "H"], "coordinates": [[2.40, 0.07, -1.01], [1.14, -0.45, -0.68], [0.06, 0.37, -1.11], [3.16, -0.67, -0.72], [2.48, 0.26, -2.09], [2.60, 1.01, -0.47], [-0.25, 0.04, -2.12], [0.28, 1.43, -0.90], [-1.31, 0.37, 1.17], [-1.38, 0.04, -0.10], [-2.17, 0.58, -0.69], [-1.57, -1.04, -0.30]]}

***

Run c
{"formula": "C3H7O2", "method": "ωB97M-V/def2-TZVPD", "charge": -1, "e_lumo_ev": 4.62, "homo_ev": -2.7692, "smiles": "CO[C@@H](C)[O-]", "species": ["C", "O", "H", "H", "H", "O", "C", "C", "H", "H", "H", "H"], "coordinates": [[1.26, 0.36, 1.14], [0.86, 0.65, -0.16], [2.21, 0.86, 1.33], [1.40, -0.72, 1.31], [0.52, 0.70, 1.87], [-1.35, 0.58, 0.78], [-0.70, 0.50, -0.32], [-0.82, -0.83, -1.10], [-0.83, 1.34, -1.05], [-1.86, -0.95, -1.40], [-0.14, -0.81, -1.96], [-0.56, -1.67, -0.45]]}

***

Most stable structure, least stable structure: run c, run b.